[1]
49
Properties=species:S:1:pos:R:3 method="wB97M-V/def2-TZVPD" smiles="C[C@@H](O)[C@H]1CNC(=O)C(=O)N1CCCCC1CCCCC1" e_above_lowest_ev=0.477 homo_energy_ev=-9.39
C -4.2854 -0.8476 -0.3242
H -5.3440 -0.7754 -0.5711
H -4.1292 -1.7492 0.2620
H -3.7267 -0.9275 -1.2526
C -3.8554 0.3895 0.4578
O -4.4618 0.4406 1.7345
H -5.4102 0.3071 1.6316
H -4.1463 1.2833 -0.1212
C -2.3312 0.5020 0.7237
N -1.5725 0.6678 -0.4919
C -1.0845 -0.3775 -1.2062
O -0.4891 -0.2396 -2.2544
C -1.2993 -1.7737 -0.6157
O -1.1936 -2.7741 -1.2894
N -1.5837 -1.8192 0.7037
H -1.6508 -2.7381 1.1184
C -1.7763 -0.6635 1.5413
H -2.4843 -0.8980 2.3389
H -0.8233 -0.3623 1.9974
C -1.3801 2.0140 -0.9996
C -0.3167 2.8173 -0.2448
C 1.1100 2.2901 -0.4245
H 1.2435 1.9939 -1.4644
C 1.4480 1.1147 0.4914
H 1.1563 1.3717 1.5152
H 0.8801 0.2351 0.1883
C 2.9348 0.7440 0.4905
C 3.1999 -0.3299 1.5494
C 4.6727 -0.7252 1.5828
C 5.1151 -1.2356 0.2159
C 4.8657 -0.1703 -0.8458
C 3.3937 0.2318 -0.8756
H 2.7836 -0.6285 -1.1594
H 3.2499 1.0041 -1.6320
H 5.1633 -0.5454 -1.8270
H 5.4766 0.7090 -0.6247
H 6.1746 -1.5001 0.2402
H 4.5497 -2.1357 -0.0352
H 4.8321 -1.4955 2.3407
H 5.2752 0.1441 1.8578
H 2.8947 0.0371 2.5332
H 2.5965 -1.2118 1.3190
H 3.5201 1.6358 0.7461
H 1.8088 3.1032 -0.2120
H -0.5628 2.8583 0.8193
H -0.3657 3.8378 -0.6305
H -1.0814 1.9105 -2.0451
H -2.3367 2.5438 -0.9542
H -2.2113 1.4086 1.3274

---

[2]
7
Properties=species:S:1:pos:R:3 method="wB97M-V/def2-TZVPD" e_above_lowest_ev=5.597 homo_energy_ev="-8.99 / -8.99"
C -2.0776 -1.2293 -0.0374
C -1.3421 -0.2257 0.1174
N 2.1631 0.4268 0.1026
S -0.5630 1.1778 0.0549
H -2.8259 -1.8886 0.3011
H 2.0464 1.4206 0.2704
H 2.5992 0.3185 -0.8090

---

[3]
103
Properties=species:S:1:pos:R:3 method="wB97M-V/def2-TZVPD" e_above_lowest_ev=0.851 charge=-2 homo_energy_ev="0.15 / -2.45" multiplicity=3
V -0.9847 0.7401 0.2020
C -1.3520 5.2271 2.2872
C -1.4906 4.3443 1.0341
C -0.9341 5.1434 -0.1514
C -2.9782 4.0375 0.8567
O -0.7836 3.1167 1.1907
Ge 1.1092 3.0758 1.4068
O 1.1100 2.1893 -0.2634
C 2.2768 2.2712 -1.0844
C 2.4431 3.7151 -1.5721
C 3.5171 1.8324 -0.2935
C 2.1354 1.3595 -2.2952
O 1.4722 1.4464 2.2485
C 2.2642 1.1396 3.3687
C 2.6952 2.3954 4.1403
C 3.5353 0.4100 2.9063
C 1.5044 0.1885 4.3077
H -1.8390 4.7625 3.1442
H -0.2955 5.3814 2.5265
H -1.8203 6.1997 2.1028
H 0.0830 5.4793 0.0774
H -0.8955 4.5290 -1.0444
H -1.5628 6.0144 -0.3629
H -3.5608 4.9617 0.9287
H -3.1760 3.5852 -0.1066
H -3.2993 3.3471 1.6432
H 2.5658 4.3921 -0.7223
H 3.3171 3.8022 -2.2248
H 1.5474 4.0069 -2.1279
H 3.7635 2.5630 0.4857
H 3.2994 0.8789 0.1933
H 4.3788 1.7181 -0.9581
H 1.2488 1.6270 -2.8650
H 3.0234 1.4504 -2.9275
H 2.0216 0.3222 -1.9761
H 3.2869 3.0483 3.4910
H 1.8202 2.9577 4.4777
H 3.2985 2.1172 5.0120
H 4.1456 1.0718 2.2849
H 4.1289 0.0900 3.7696
H 3.2539 -0.4653 2.3159
H 0.7212 0.7109 4.8539
H 1.0452 -0.6014 3.7066
H 2.1900 -0.2640 5.0331
O -1.6206 -2.1994 -2.5381
S -1.6387 -0.8318 -2.0850
O -0.3796 -0.1220 -2.2274
O -2.1321 -0.7212 -0.6734
C -2.8629 -0.0859 -3.1747
C -3.7212 -0.9693 -3.8248
C -4.6097 -0.4965 -4.7750
C -4.6337 0.8550 -5.0999
C -3.7965 1.7407 -4.4453
C -2.9138 1.2776 -3.4770
S -2.0431 2.5090 -2.5084
O -0.7990 2.8201 -3.1554
O -2.9771 3.6102 -2.4224
O -1.9239 1.7952 -1.2060
H -3.6541 -2.0206 -3.5825
H -5.2789 -1.1874 -5.2734
H -5.3257 1.2201 -5.8504
H -3.8285 2.8054 -4.6459
C 4.3175 -4.4797 -1.2383
C 3.8704 -3.0703 -1.6317
C 3.0587 -2.3740 -0.5478
N 1.7796 -3.0437 -0.3590
C 0.6454 -2.4639 0.0413
S 0.7472 -0.8523 0.6681
N -0.4580 -3.2122 0.1698
C -0.7840 -4.5894 -0.0904
O -1.6667 -5.0652 0.6671
C -0.1456 -5.3790 -1.1165
C -0.0709 -6.7887 -0.9074
C 0.4839 -7.6245 -1.8511
C 0.9607 -7.1197 -3.0750
C 0.8331 -5.7486 -3.3266
C 0.2991 -4.8879 -2.3859
H 5.0009 -4.8962 -1.9824
H 3.4673 -5.1650 -1.1658
H 4.8318 -4.4645 -0.2713
H 3.2674 -3.1203 -2.5420
H 4.7467 -2.4501 -1.8427
H 2.8660 -1.3399 -0.8178
H 3.6298 -2.3609 0.3897
H 1.7407 -4.0394 -0.5146
H -1.2096 -2.7332 0.6436
H -0.4584 -7.1819 0.0245
H 0.5484 -8.6891 -1.6479
H 1.3871 -7.7820 -3.8205
H 1.1451 -5.3512 -4.2887
H 0.1513 -3.8432 -2.6298
Cl -1.1641 2.5469 4.2197
C -2.3203 1.2867 4.0237
C -3.1666 1.1122 5.1089
C -4.1410 0.1399 5.1118
C -4.2722 -0.6656 4.0006
C -3.4405 -0.4917 2.9120
Cl -3.6899 -1.5456 1.5711
C -2.4100 0.4937 2.8452
N -1.6206 0.5931 1.7093
H -3.0396 1.7668 5.9620
H -4.7878 0.0081 5.9705
H -5.0228 -1.4460 3.9594

---

[4]
91
Properties=species:S:1:pos:R:3 method="wB97M-V/def2-TZVPD" charge=-1 homo_energy_ev=-4.62
C 21.4405 22.5326 -14.3141
C 20.9202 23.0148 -15.6723
O 21.0633 24.2352 -15.9313
O 20.4693 22.1640 -16.4945
H 20.6115 22.5172 -13.5995
H 22.3047 23.0705 -13.9139
H 21.8225 21.5016 -14.3229
C 20.2354 18.9843 -16.7177
Cl 20.4265 17.6479 -17.9101
Cl 19.8867 18.2086 -15.1635
H 21.2463 19.3632 -16.6319
H 19.5757 19.7978 -16.9980
C 23.9817 22.3351 -17.8991
O 24.4890 23.5578 -17.3473
P 24.2059 24.9753 -17.9736
O 22.8948 25.3097 -18.5277
O 24.7001 25.9615 -16.8088
C 23.8803 26.2403 -15.6608
O 25.3929 25.2413 -19.0195
C 25.2018 25.1845 -20.4118
H 24.7694 21.5851 -17.9385
H 23.6618 22.5474 -18.9192
H 23.1403 21.9668 -17.3167
H 24.1689 25.5245 -14.8893
H 22.8356 26.0994 -15.9536
H 24.0231 27.2624 -15.3154
H 25.7091 26.0529 -20.8323
H 24.1727 25.0962 -20.7577
H 25.7128 24.3192 -20.8530
C 21.0083 25.8123 -12.3910
O 19.7227 25.3644 -12.0056
P 18.9561 26.1081 -10.8228
O 18.3280 27.3667 -11.2124
O 17.9037 24.9708 -10.4200
C 16.9305 25.3061 -9.4332
O 19.9546 26.1472 -9.5826
C 20.5987 24.9820 -9.0881
H 21.7989 25.6327 -11.6523
H 21.1180 26.8825 -12.5874
H 21.3027 25.2824 -13.2942
H 15.9540 25.3202 -9.9184
H 17.0636 26.3157 -9.0412
H 16.9372 24.5679 -8.6358
H 20.4685 24.8703 -8.0118
H 21.6642 24.9523 -9.3052
H 20.1248 24.1203 -9.5629
C 22.8407 22.7285 -10.5161
O 21.8494 22.0200 -9.7594
P 22.2283 20.9483 -8.6351
O 23.3185 20.0365 -9.0352
O 22.5053 21.7999 -7.3082
C 23.7275 22.4902 -7.1485
O 20.8119 20.2733 -8.3477
C 20.7635 18.9937 -7.7063
H 23.7232 22.0928 -10.6603
H 23.2020 23.5939 -9.9664
H 22.4070 22.8311 -11.5076
H 24.0354 22.4020 -6.1064
H 23.7541 23.5407 -7.4513
H 24.5056 22.0024 -7.7522
H 21.0812 18.2032 -8.3797
H 19.6954 18.8632 -7.5070
H 21.1998 19.0182 -6.7079
O 17.3400 18.3126 -10.7305
C 18.2118 17.6892 -11.2797
O 19.3596 18.1639 -11.7694
C 19.6575 19.5458 -11.6830
C 21.1467 19.7591 -11.9505
C 18.1525 16.1890 -11.4164
H 19.3886 20.0097 -10.7307
H 19.1136 20.1571 -12.4094
H 21.7119 19.2488 -11.1637
H 21.3544 20.8013 -11.7231
H 21.4240 19.4094 -12.9388
H 18.4240 15.8224 -10.4220
H 18.6839 15.7572 -12.2590
H 17.1245 15.8326 -11.5076
O 24.7555 24.4129 -13.1744
C 25.7837 23.9857 -12.7030
O 26.4595 22.9076 -13.0567
C 26.2604 22.2724 -14.3389
C 25.0269 21.3753 -14.2937
C 26.4336 24.5989 -11.4736
H 27.1394 21.6381 -14.4584
H 26.3390 23.0164 -15.1290
H 24.7587 20.7825 -15.1623
H 24.1849 22.0313 -14.0568
H 25.1186 20.7362 -13.4130
H 26.3746 25.6833 -11.5136
H 27.4574 24.2718 -11.3203
H 25.8408 24.2080 -10.6413

---

[5]
92
Properties=species:S:1:pos:R:3 method="wB97M-V/def2-TZVPD" e_above_lowest_ev=9.388 charge=+1 homo_energy_ev=-10.10
C -2.1248 3.1954 2.5706
C -0.7201 2.5733 2.6799
C -0.6408 1.4214 3.6969
C -0.6376 0.0235 3.0770
C -0.9427 -1.0728 4.1069
N -1.6324 -0.0045 1.9792
C -1.6950 -0.9009 1.0632
N -0.7435 -1.8987 0.9750
C -0.0460 -1.8630 -0.3502
C 0.7450 -3.1674 -0.4258
C 1.7890 -3.3055 0.6995
C 2.9222 -2.2878 0.6123
Br 4.3253 -2.9111 -0.6021
C -1.0299 -1.4664 -1.5392
C -0.8257 0.0577 -1.7720
C -1.3051 0.7257 -3.0799
C -1.5406 2.2205 -2.8451
C -0.1650 2.8475 -2.5474
C -0.1830 3.7594 -1.3500
F -0.6805 3.1369 -0.2464
F -1.0146 4.8093 -1.5897
C 1.2138 4.3841 -1.0127
F 1.0737 5.4913 -0.2975
F 1.8298 4.6915 -2.1531
S 2.3246 3.2022 0.0007
F 1.3448 3.4192 1.2329
F 1.4436 1.9531 -0.4934
F 3.3140 2.9420 -1.2066
F 3.2467 4.3796 0.4984
F 3.1179 2.1531 0.8695
C -0.8602 -2.2347 -2.8693
I -1.5476 -4.3004 -2.8137
C 0.5226 -2.2376 -3.5928
C 1.6301 -1.2853 -3.1551
I 0.1851 -1.8848 -5.6953
C -2.4717 -1.7114 -1.0173
N -3.5025 -1.5287 -2.0187
C -4.1373 -0.4983 -2.1071
O -4.8118 0.4078 -2.2642
N -2.7573 -0.8326 0.1367
O -3.8546 -1.4400 0.8366
C -4.8672 -0.4822 1.2050
C -6.2308 -0.9391 0.6998
H -2.3174 3.5700 1.5648
H -2.9128 2.4643 2.7909
H -2.2585 4.0132 3.2756
H -0.4439 2.2071 1.6887
H -0.0227 3.3555 2.9678
H 0.2439 1.4977 4.3280
H -1.5024 1.4784 4.3715
H 0.3353 -0.1722 2.6253
H -1.9837 -1.3897 4.0588
H -0.3160 -1.9467 3.9298
H -0.7095 -0.7085 5.1051
H -2.3368 0.7282 1.9514
H -1.1862 -2.8060 1.1177
H 0.6759 -1.0506 -0.2499
H 0.0454 -3.9977 -0.3171
H 1.2876 -3.2638 -1.3620
H 1.3376 -3.3143 1.6918
H 2.2275 -4.2954 0.5587
H 2.6257 -1.3379 0.1750
H 3.4261 -2.1156 1.5584
H -1.2700 0.6160 -0.9423
H 0.2436 0.2431 -1.6903
H -0.4887 0.6601 -3.8056
H -2.1583 0.2517 -3.5574
H -2.2324 2.3732 -2.0161
H -1.9580 2.6654 -3.7468
H 0.1871 3.4311 -3.3964
H 0.5562 2.0556 -2.3758
H -1.5978 -1.8426 -3.5586
H 0.9167 -3.2494 -3.5923
H 1.8695 -1.3590 -2.0950
H 1.3881 -0.2465 -3.3760
H 2.5335 -1.5180 -3.7162
H -2.5687 -2.7398 -0.6607
H -4.6177 0.4949 0.7909
H -4.8768 -0.3985 2.2948
H -6.8583 -0.0799 0.4720
H -6.7410 -1.5467 1.4458
H -6.1067 -1.5504 -0.1933
C 5.5557 0.0898 1.8655
S 4.7477 -1.2927 1.0523
O 4.2975 -2.2252 2.1197
C 6.2341 -1.9872 0.3271
H 4.7976 0.6351 2.4231
H 6.3167 -0.2893 2.5468
H 6.0000 0.7425 1.1141
H 6.9469 -2.2163 1.1188
H 6.6575 -1.2748 -0.3806
H 5.9507 -2.8993 -0.1937

---

[6]
57
Properties=species:S:1:pos:R:3 method="wB97M-V/def2-TZVPD" smiles="O=C1OC[C@@H](P(=O)(O)O)[C@@H]1O.C1CCOC1.C1CCOC1.C1CCOC1" homo_energy_ev=-9.22
O 3.1245 0.8755 2.5749
C 2.4381 1.6603 1.7099
O 2.4423 3.1567 1.6035
C 1.5380 3.6112 0.4949
C 0.3785 2.4277 0.5797
P -1.1249 2.5048 -0.5979
O -0.9325 3.6688 -1.6705
O -2.5286 2.9515 0.3936
O -1.5394 0.9540 -1.3092
C 1.4202 1.1465 0.4879
O 0.8501 -0.2065 0.5773
H 1.0531 4.6730 0.5779
H 2.2659 3.4490 -0.4352
H 0.0246 2.3658 1.7082
H -2.2847 2.5998 1.3210
H -1.7082 0.3429 -0.5129
H 1.9843 1.2203 -0.5533
H 0.7625 -0.3948 1.5727
C -0.1467 -3.7577 -2.1513
C -1.2434 -4.6117 -1.5693
C -1.0365 -4.4229 -0.0823
O -0.4930 -3.1080 0.0987
C -0.1023 -2.5960 -1.1829
H -0.3324 -3.4463 -3.1823
H 0.8036 -4.3041 -2.1234
H -2.2207 -4.2118 -1.8643
H -1.1954 -5.6592 -1.8772
H -0.3107 -5.1417 0.3125
H -1.9664 -4.5183 0.4857
H -0.8197 -1.8175 -1.4643
H 0.8917 -2.1457 -1.1126
C -5.3414 -4.4739 2.9659
C -5.3672 -5.9805 2.9737
C -4.7080 -6.3155 1.6535
O -3.7756 -5.2619 1.3748
C -4.0203 -4.1833 2.2880
H -5.4172 -4.0278 3.9608
H -6.1674 -4.0917 2.3543
H -4.7565 -6.3575 3.8025
H -6.3708 -6.4028 3.0688
H -5.4393 -6.3388 0.8386
H -4.1829 -7.2747 1.6786
H -3.1985 -4.1659 3.0120
H -4.0269 -3.2344 1.7447
C 5.5618 6.3374 -2.6447
C 4.8207 7.2657 -1.7173
C 3.6512 6.4105 -1.2811
O 4.1020 5.0490 -1.2981
C 5.3668 4.9961 -1.9724
H 6.6147 6.5981 -2.7785
H 5.0806 6.3351 -3.6300
H 5.4505 7.5065 -0.8528
H 4.5121 8.2029 -2.1873
H 2.8141 6.4941 -1.9823
H 3.2944 6.6676 -0.2796
H 6.1400 4.8146 -1.2179
H 5.3712 4.1654 -2.6834

---

[7]
15
Properties=species:S:1:pos:R:3 method="wB97M-V/def2-TZVPD" e_above_lowest_ev=1.199 charge=+2 homo_energy_ev="-17.07 / -16.89"
O -0.1558 3.1477 -0.2591
C -0.4059 2.8192 1.0084
C 0.2781 1.9353 -0.9462
O -0.2250 3.5685 1.9413
O -0.5693 1.5106 1.1385
C -0.3963 0.8331 -0.1759
Li 0.5859 -0.9865 0.5888
H 1.3787 1.9465 -0.9142
H -0.0341 1.9735 -1.9962
H -1.4428 0.6956 -0.4981
C -0.4572 -2.3840 -1.7436
O 0.2379 -2.4266 -0.6548
O -0.9394 -3.4703 -2.1507
Tl 0.0542 -4.3870 -0.6574
H -0.8711 -1.2509 -1.9683

---

[8]
53
Properties=species:S:1:pos:R:3 method="wB97M-V/def2-TZVPD" smiles="CCCCOc1ccc(NC(=O)C(=O)NCCC2=CCCCC2)cc1" e_above_lowest_ev=0.919 homo_energy_ev=-7.96
C 5.6242 5.9437 -3.7758
C 5.9618 4.5061 -4.1516
C 4.7059 3.6467 -4.2632
C 5.0403 2.2033 -4.6458
O 3.8905 1.3921 -4.7653
C 3.2391 0.9719 -3.6468
C 3.6810 1.1395 -2.3374
C 2.9295 0.6512 -1.2848
C 1.7271 -0.0086 -1.5109
C 1.2858 -0.1869 -2.8207
C 2.0354 0.2983 -3.8687
H 1.7061 0.1675 -4.8871
H 0.3568 -0.7006 -3.0036
N 1.0018 -0.4638 -0.4091
C -0.1914 -1.0759 -0.3485
O -0.9256 -1.4032 -1.2657
C -0.5803 -1.3295 1.1141
O 0.1508 -0.9930 2.0324
N -1.7628 -1.9364 1.2191
H -2.2417 -2.1167 0.3441
C -2.4299 -2.2180 2.4662
H -1.7087 -2.0050 3.2579
H -2.7050 -3.2766 2.4975
C -3.6755 -1.3457 2.6209
C -4.4916 -1.5951 3.8622
C -4.1145 -2.3713 4.8678
C -4.9343 -2.6135 6.0994
C -6.3818 -2.1683 5.9189
C -6.4108 -0.7903 5.2702
C -5.8155 -0.8752 3.8686
H -6.5088 -1.4073 3.2082
H -5.6852 0.1282 3.4553
H -5.8232 -0.0959 5.8740
H -7.4334 -0.4119 5.2177
H -6.9053 -2.8785 5.2753
H -6.8908 -2.1492 6.8843
H -4.4802 -2.0661 6.9328
H -4.8947 -3.6751 6.3573
H -3.1558 -2.8681 4.8555
H -3.3671 -0.2951 2.6103
H -4.3212 -1.4976 1.7491
H 1.4079 -0.2992 0.5115
H 3.2808 0.7882 -0.2719
H 4.6084 1.6441 -2.1181
H 5.7543 1.7685 -3.9347
H 5.4953 2.1800 -5.6402
H 4.0391 4.0607 -5.0223
H 4.1678 3.6564 -3.3128
H 6.6268 4.0801 -3.3965
H 6.4943 4.4937 -5.1051
H 4.9792 6.3924 -4.5277
H 6.5293 6.5411 -3.6987
H 5.1079 5.9770 -2.8190

---

Largest force on an atom in eV/A, matching the order above: 0.76, 3.56, 1.55, 2.14, 11.96, 9.60, 9.54, 0.68